[1]
The following is a quantum chemistry calculation of C2H8NO6P2Se3TeZr as an isolated structure, from the Open Molecules 2025 dataset.

The value obtained for the calculated total energy is -8789.46137 Eh. The value obtained for the molecular weight is 659.74 g mol⁻¹. As for the orbital gap: 7.04 eV. The calculation puts the LUMO energy at -4.277 eV. The energy above the lowest of the compared OMol25 structures with the same formula, charge and spin is 0.322 eV.

ORCA input file:
```
! RIJCOSX wB97M-V def2-TZVPD def2/J DEFGRID3
* xyz 1 1
Zr 1.84156 0.96266 1.23043
N -2.21918 -0.43557 0.09764
C -0.91336 -0.41038 -0.67569
C -1.11054 -0.87464 -2.10729
P -0.27751 1.32114 -0.53913
O -1.44354 2.09310 -1.27259
O 1.10577 1.44556 -1.06420
O -0.23418 1.58215 0.97160
P 0.24316 -1.42984 0.39267
O 0.03184 -2.84627 -0.27651
O 1.65295 -0.91292 0.16933
O -0.25656 -1.23892 1.77878
H -2.83233 0.34194 -0.15920
H -1.97681 -0.39341 1.10448
H -2.72542 -1.30948 -0.06161
H -1.80307 -0.22290 -2.64179
H -1.46938 -1.90270 -2.14338
H -0.15095 -0.83849 -2.62280
H -1.31310 3.03870 -1.43570
H 0.45956 -3.59827 0.15872
Se 1.87726 1.34099 3.81720
Se 3.49156 -0.10912 3.08091
Te 4.74983 1.22132 1.08384
Se 3.27245 3.17534 1.11431
*
```

Results of the natural (NBO) charge analysis, in e, for atoms 1 through 4:
1 Zr 1.322
2 N -0.698
3 C -0.607
4 C -0.646



[2]
The following is a quantum chemistry calculation of a 2-piece molecular cluster, C2H8NOPS overall in a non-equilibrium geometry, from the Open Molecules 2025 dataset.

The value obtained for the calculated total energy is -950.57026 Eh. The value obtained for the molecular weight is 125.13 g mol⁻¹. As for the orbital gap: 9.46 eV. As for the SMILES: CCP(=O)=S.N. The calculation puts the LUMO energy at -0.437 eV. The energy above the lowest of the compared OMol25 structures with the same formula, charge and spin is 1.461 eV.

ORCA input file:
```
! RIJCOSX wB97M-V def2-TZVPD def2/J DEFGRID3
* xyz 0 1
C -0.78614 -0.83878 -1.49994
C 0.08195 -1.58172 -0.50272
P -0.28238 -1.09805 1.25113
O 0.79780 -1.39941 2.18238
S -1.99241 -0.32239 1.71287
H -1.83890 -0.95968 -1.24974
H -0.55683 0.22498 -1.50028
H -0.62032 -1.22710 -2.50225
H 1.15158 -1.41282 -0.65218
H -0.09955 -2.66160 -0.55397
N 1.04884 2.27444 1.96488
H 0.82591 2.67645 2.86830
H 1.31891 1.31261 2.13528
H 0.19414 2.27210 1.41785
*
```

Results of the natural (NBO) charge analysis, in e, for atoms 1 through 4:
1 C -0.616
2 C -0.765
3 P 1.648
4 O -0.997



[3]
The following is a quantum chemistry calculation of a 2-piece molecular cluster, C2H8NOS overall in a non-equilibrium geometry, from the Open Molecules 2025 dataset.

The value obtained for the calculated total energy is -609.20685 Eh. The value obtained for the molecular weight is 94.16 g mol⁻¹. As for the orbital gap: 7.00 eV. The calculation puts the LUMO energy at 4.267 eV. The energy above the lowest of the compared OMol25 structures with the same formula, charge and spin is 0.466 eV.

ORCA input file:
```
! RIJCOSX wB97M-V def2-TZVPD def2/J DEFGRID3
* xyz -1 1
C -1.52560 2.20821 1.55085
S -0.64224 0.96889 0.49632
H -1.99814 1.56987 2.27653
H -2.30412 2.79248 1.06428
H -0.81362 2.85939 2.03515
N 0.36290 -2.10654 -0.48290
C 1.49340 -1.38456 -1.01141
O 1.18420 -0.21619 -1.74551
H -0.10930 -1.53996 0.21145
H -0.26227 -2.28963 -1.26172
H 2.04603 -2.05870 -1.65989
H 2.11181 -1.07490 -0.17597
H 0.45693 0.27164 -1.29718
*
```

Results of the natural (NBO) charge analysis, in e, for atoms 1 through 4:
1 C -0.716
2 S -0.772
3 H 0.186
4 H 0.172



[4]
The following is a quantum chemistry calculation of a 2-piece molecular cluster, C2H8NOS overall in a non-equilibrium geometry, from the Open Molecules 2025 dataset.

The value obtained for the calculated total energy is -608.79838 Eh. The value obtained for the molecular weight is 94.16 g mol⁻¹. As for the orbital gap: 9.97 eV. The calculation puts the LUMO energy at -3.886 eV. The energy above the lowest of the compared OMol25 structures with the same formula, charge and spin is 3.996 eV.

ORCA input file:
```
! RIJCOSX wB97M-V def2-TZVPD def2/J DEFGRID3
* xyz 1 1
C -0.64524 -1.79377 0.00828
C 0.82298 0.28531 -0.00762
N 0.78092 1.62977 0.66194
O -0.10565 -0.51965 0.54540
S 2.46179 -0.48783 -0.15873
H -0.73140 -1.91190 -1.13451
H -1.64311 -1.57390 0.33793
H -0.06533 -2.69007 0.30766
H 0.27281 0.59056 -1.53446
H 1.53214 2.19028 0.30457
H 0.74073 1.53251 1.73038
H -0.19338 1.95514 0.40304
H 2.04441 -1.66152 0.26852
*
```

Results of the natural (NBO) charge analysis, in e, for atoms 1 through 4:
1 C -0.267
2 C 0.181
3 N -0.735
4 O -0.575



[5]
The following is a quantum chemistry calculation of a 2-piece molecular cluster, C2H8NOS2 overall in a non-equilibrium geometry, from the Open Molecules 2025 dataset.

The value obtained for the calculated total energy is -1006.98856 Eh. The value obtained for the molecular weight is 126.23 g mol⁻¹. As for the orbital gap: 7.43 eV. The calculation puts the LUMO energy at -4.685 eV. The energy above the lowest of the compared OMol25 structures with the same formula, charge and spin is 3.710 eV.

ORCA input file:
```
! RIJCOSX wB97M-V def2-TZVPD def2/J DEFGRID3
* xyz 1 1
C 2.13559 0.34658 0.74490
C 1.15890 -0.60939 0.25536
N 1.31036 -1.44278 -0.73637
O -3.80278 0.54471 -0.21560
S 1.54956 1.80262 -0.28019
S -2.03884 0.16763 0.08957
H 2.01106 0.72948 1.68884
H 3.16687 0.02778 0.27917
H 0.01767 -0.63436 0.63777
H -4.20532 0.48533 0.67186
H 2.22666 -1.67051 -1.13964
H 0.56715 -1.67931 -1.39269
H -4.29954 -0.01596 -0.84150
H 0.20265 1.94817 0.23853
*
```

Results of the natural (NBO) charge analysis, in e, for atoms 1 through 4:
1 C -0.577
2 C 0.282
3 N -0.662
4 O -0.747



[6]
The following is a quantum chemistry calculation of a 2-piece molecular cluster, C2H8NS overall in a non-equilibrium geometry, from the Open Molecules 2025 dataset.

The value obtained for the calculated total energy is -533.96480 Eh. The value obtained for the molecular weight is 78.16 g mol⁻¹. As for the orbital gap: 6.65 eV. The calculation puts the LUMO energy at 4.283 eV. The energy above the lowest of the compared OMol25 structures with the same formula, charge and spin is 0.171 eV.

ORCA input file:
```
! RIJCOSX wB97M-V def2-TZVPD def2/J DEFGRID3
* xyz -1 1
N -0.62504 1.04264 -3.44651
H -0.87398 1.98757 -3.16368
H -1.48697 0.72401 -3.89834
H -0.66585 0.49156 -2.57740
C 0.72480 -0.02118 2.18447
C 0.27460 -1.07839 1.18164
S -0.55119 -0.33987 -0.25873
H -0.12653 0.59114 2.48777
H 1.50969 0.60128 1.75922
H 1.06510 -0.47307 3.13298
H -0.36149 -1.80740 1.71070
H 1.11685 -1.71829 0.88787
*
```

Results of the natural (NBO) charge analysis, in e, for atoms 1 through 4:
1 N -1.078
2 H 0.338
3 H 0.327
4 H 0.403



no.,highest occupied orbital energy (Ha)
1,-0.4157
2,-0.3635
3,-0.1004
4,-0.5094
5,-0.4452
6,-0.0869